(1)
{
  "formula": "C11H17N3O4Tl",
  "method": "ωB97M-V/def2-TZVPD",
  "species": ["Tl", "O", "C", "O", "C", "C", "C", "C", "C", "N", "C", "O", "O", "H", "H", "H", "H", "H", "N", "C", "C", "C", "C", "N", "H", "H", "H", "H", "H", "H", "H", "H", "H", "H", "H", "H"],
  "coordinates": [[0.03, 0.30, -0.77], [-2.76, 2.91, 2.08], [-1.87, 2.13, 1.55], [-1.99, 1.47, 0.53], [-0.59, 2.08, 2.33], [-0.47, 2.60, 3.63], [0.74, 2.44, 4.27], [1.79, 1.79, 3.65], [1.59, 1.31, 2.35], [0.42, 1.46, 1.76], [2.61, 0.52, 1.55], [3.85, 0.48, 1.91], [2.22, -0.09, 0.58], [-3.60, 2.97, 1.58], [-1.32, 3.09, 4.08], [0.87, 2.83, 5.27], [2.73, 1.66, 4.16], [4.15, 0.98, 2.68], [0.53, 0.41, -2.93], [0.52, -0.85, -3.59], [-0.78, -1.63, -3.40], [-0.55, -2.90, -2.55], [-1.54, -2.87, -1.40], [-0.94, -2.23, -0.29], [-0.23, 1.04, -3.19], [1.42, 0.90, -2.91], [1.41, -1.43, -3.33], [0.63, -0.70, -4.69], [-1.22, -1.93, -4.36], [-1.51, -0.97, -2.93], [0.46, -2.94, -2.15], [-0.68, -3.80, -3.16], [-1.80, -3.92, -1.17], [-2.49, -2.40, -1.66], [-0.07, -2.65, 0.03], [-1.57, -2.06, 0.49]],
  "fmax_ha_per_bohr": 0.0724,
  "total_charge": 3,
  "homo_ev": -20.2,
  "homo_lumo_gap_ev": 6.073
}

---

(2)
{
  "formula": "C11H17NO",
  "method": "ωB97M-V/def2-TZVPD",
  "species": ["C", "C", "C", "O", "C", "C", "C", "C", "N", "C", "C", "C", "C", "H", "H", "H", "H", "H", "H", "H", "H", "H", "H", "H", "H", "H", "H", "H", "H", "H"],
  "coordinates": [[1.21, 3.21, 0.64], [0.10, 2.29, 0.16], [-1.17, 2.31, 1.00], [-1.80, 3.33, 1.27], [-1.61, 0.97, 1.31], [-0.71, 0.07, 0.80], [0.53, 0.78, 0.23], [0.97, 0.15, -1.08], [1.07, -1.33, -0.89], [1.89, -2.00, -1.91], [-0.24, -1.95, -0.56], [-0.77, -1.45, 0.80], [-2.16, -2.05, 1.05], [0.90, 4.26, 0.38], [1.31, 3.12, 1.71], [2.15, 2.97, 0.13], [-0.17, 2.53, -0.87], [-2.51, 0.76, 1.81], [1.36, 0.64, 0.93], [1.90, 0.58, -1.42], [0.19, 0.36, -1.84], [2.78, -1.42, -2.08], [2.17, -2.99, -1.69], [1.34, -2.04, -2.84], [-0.93, -1.69, -1.37], [-0.16, -3.02, -0.57], [-0.08, -1.82, 1.56], [-2.20, -3.12, 0.87], [-2.49, -1.91, 2.09], [-2.87, -1.53, 0.38]],
  "fmax_ha_per_bohr": 0.0523,
  "total_charge": 0,
  "homo_ev": -8.6,
  "smiles": "C[C@@H]1C(=O)C=C2[C@H]1CN(C)C[C@@H]2C",
  "homo_lumo_gap_ev": 9.046
}

---

(3)
{
  "formula": "C11H17NO2",
  "method": "ωB97M-V/def2-TZVPD",
  "species": ["C", "C", "C", "C", "C", "C", "O", "C", "C", "H", "H", "H", "H", "H", "H", "H", "H", "H", "H", "C", "C", "C", "N", "O", "H", "H", "H", "H", "H", "H", "H"],
  "coordinates": [[0.31, -0.18, -3.01], [-1.15, -0.47, -2.84], [-1.73, 0.20, -1.58], [-1.74, 1.56, -1.36], [-2.33, 2.10, -0.22], [-2.68, 1.22, 0.79], [-3.46, 1.69, 1.84], [-2.69, -0.15, 0.61], [-2.11, -0.69, -0.54], [0.47, 0.86, -3.31], [0.74, -0.82, -3.82], [0.94, -0.64, -2.24], [-1.75, -0.17, -3.72], [-1.55, -1.49, -2.76], [-1.30, 2.35, -1.97], [-2.54, 3.11, 0.06], [-3.48, 2.64, 1.95], [-2.89, -0.87, 1.40], [-2.28, -1.74, -0.70], [2.11, -0.57, 3.41], [2.27, -0.21, 1.89], [3.24, -1.19, 1.25], [3.40, -0.93, -0.10], [3.78, -2.19, 1.69], [1.02, -0.58, 3.52], [2.48, 0.17, 4.12], [2.39, -1.58, 3.71], [1.24, -0.39, 1.59], [2.53, 0.81, 1.61], [3.89, -1.62, -0.64], [2.88, -0.23, -0.61]],
  "fmax_ha_per_bohr": 0.0594,
  "total_charge": 0,
  "homo_ev": -8.6,
  "smiles": "CCc1ccc(O)cc1.CCC(N)=O",
  "homo_lumo_gap_ev": 9.246
}

---

(4)
{
  "formula": "C11H17NO3S",
  "method": "ωB97M-V/def2-TZVPD",
  "species": ["C", "C", "C", "O", "C", "C", "C", "C", "N", "C", "C", "C", "S", "C", "O", "O", "H", "H", "H", "H", "H", "H", "H", "H", "H", "H", "H", "H", "H", "H", "H", "H", "H"],
  "coordinates": [[3.53, 1.73, -0.28], [2.46, 2.74, -0.37], [1.09, 2.11, -0.82], [0.63, 0.98, -0.09], [-0.61, 0.46, -0.35], [-1.55, 0.98, -1.27], [-2.84, 0.45, -1.31], [-3.22, -0.47, -0.35], [-4.51, -0.95, -0.22], [-2.28, -0.96, 0.57], [-0.97, -0.44, 0.57], [-0.16, -0.92, 1.77], [0.55, -2.49, 1.60], [1.54, -2.35, 0.10], [1.43, -2.81, 2.75], [-0.53, -3.52, 1.35], [3.80, 1.20, 0.67], [3.14, 0.90, -0.92], [4.36, 2.06, -0.79], [2.54, 3.46, -1.20], [2.31, 3.28, 0.57], [1.26, 1.74, -1.87], [0.33, 2.89, -0.86], [-1.19, 1.71, -1.95], [-3.52, 0.77, -2.11], [-4.64, -1.69, 0.47], [-5.28, -0.97, -0.91], [-2.63, -1.59, 1.36], [-0.80, -1.07, 2.65], [0.59, -0.18, 1.85], [0.84, -2.63, -0.71], [1.97, -1.43, -0.09], [2.37, -3.00, 0.16]],
  "fmax_ha_per_bohr": 0.0952,
  "total_charge": 0,
  "homo_ev": -7.8,
  "smiles": "CCCOc1ccc(N)cc1CS(C)(=O)=O",
  "homo_lumo_gap_ev": 8.475
}

---

(5)
{
  "formula": "C11H17P",
  "method": "ωB97M-V/def2-TZVPD",
  "species": ["C", "C", "C", "C", "C", "C", "C", "C", "P", "C", "C", "C", "H", "H", "H", "H", "H", "H", "H", "H", "H", "H", "H", "H", "H", "H", "H", "H", "H"],
  "coordinates": [[-0.42, -3.21, -0.86], [-0.54, -1.74, -0.56], [-0.94, -0.76, -1.37], [-0.70, 0.59, -0.87], [0.84, 0.70, -0.69], [1.49, 1.66, -1.65], [1.33, -0.06, 0.29], [2.72, -0.22, 0.89], [0.04, -1.09, 1.02], [-1.10, 0.43, 0.87], [-2.53, 0.10, 1.26], [-0.58, 1.77, 1.56], [-1.43, -3.64, -0.57], [0.41, -3.68, -0.24], [-0.16, -3.19, -1.97], [-1.35, -1.00, -2.38], [-1.16, 1.54, -1.20], [1.02, 1.74, -2.64], [2.63, 1.46, -1.79], [1.54, 2.68, -1.12], [3.15, 0.80, 1.15], [3.32, -0.73, 0.20], [2.56, -0.83, 1.76], [-3.00, -0.05, 0.27], [-2.97, 1.06, 1.66], [-2.76, -0.78, 1.88], [-0.54, 1.76, 2.69], [-1.29, 2.58, 1.22], [0.41, 2.12, 1.22]],
  "fmax_ha_per_bohr": 0.0826,
  "total_charge": 0,
  "homo_ev": -8.2,
  "smiles": "CC1=C[C@@H]2C(C)=C(C)P1C2(C)C",
  "homo_lumo_gap_ev": 9.101
}

---

(6)
{
  "formula": "C11H18",
  "method": "ωB97M-V/def2-TZVPD",
  "species": ["C", "C", "C", "C", "C", "C", "C", "H", "H", "H", "H", "H", "H", "H", "H", "C", "C", "C", "C", "H", "H", "H", "H", "H", "H", "H", "H", "H", "H"],
  "coordinates": [[-2.02, 1.22, -1.00], [-2.16, 0.93, 1.42], [-1.41, 1.40, 0.38], [-1.53, 1.14, 2.67], [-0.16, 1.99, 0.49], [-0.25, 1.67, 2.89], [0.49, 2.15, 1.78], [-3.03, 0.40, 1.37], [-2.20, 0.82, 3.43], [-3.03, 0.92, -0.86], [-1.35, 0.62, -1.71], [0.28, 2.36, -0.54], [0.07, 1.86, 3.90], [1.53, 2.49, 1.90], [-2.14, 2.21, -1.52], [0.98, -1.34, -0.65], [1.56, -0.53, -1.97], [-0.04, -2.33, -1.21], [2.21, -2.07, -0.06], [0.44, -0.52, -0.04], [1.82, -1.15, -2.76], [-0.96, -1.70, -1.57], [0.36, -2.82, -2.13], [-0.21, -3.10, -0.47], [1.93, -2.34, 0.97], [2.47, -2.94, -0.67], [3.06, -1.42, -0.01], [2.46, 0.02, -1.75], [0.82, 0.06, -2.30]],
  "fmax_ha_per_bohr": 0.0835,
  "total_charge": -1,
  "homo_ev": [0.8, -3.6],
  "multiplicity": 2,
  "s2": 0.761,
  "homo_lumo_gap_ev": [2.718, 7.054]
}

---

(7)
{
  "formula": "C11H18",
  "method": "ωB97M-V/def2-TZVPD",
  "species": ["C", "C", "C", "C", "C", "C", "C", "H", "H", "H", "H", "H", "H", "H", "H", "C", "C", "C", "C", "H", "H", "H", "H", "H", "H", "H", "H", "H", "H"],
  "coordinates": [[-0.08, 2.15, 1.32], [0.28, 1.73, -0.09], [-0.74, 1.65, -1.07], [1.56, 1.27, -0.34], [-0.35, 1.21, -2.38], [1.86, 0.63, -1.59], [0.88, 0.66, -2.61], [-0.77, 2.99, 1.34], [0.81, 2.34, 1.93], [-1.70, 2.08, -0.82], [2.27, 1.23, 0.49], [-1.08, 1.22, -3.17], [2.79, 0.09, -1.72], [1.12, 0.24, -3.59], [-0.59, 1.31, 1.79], [-0.70, -1.66, 1.19], [-1.14, -1.68, 2.67], [0.71, -2.19, 1.06], [-1.64, -2.46, 0.29], [-0.74, -0.61, 0.87], [-1.66, -0.80, 3.02], [0.78, -3.16, 1.54], [1.00, -2.31, 0.00], [1.44, -1.48, 1.46], [-2.70, -2.27, 0.53], [-1.44, -2.13, -0.74], [-1.42, -3.53, 0.32], [-0.24, -1.73, 3.31], [-1.68, -2.61, 2.86]],
  "fmax_ha_per_bohr": 0.0191,
  "total_charge": -1,
  "homo_ev": [0.8, -3.5],
  "multiplicity": 2,
  "s2": 0.760,
  "homo_lumo_gap_ev": [2.729, 6.920]
}

---

(8)
{
  "formula": "C11H18",
  "method": "ωB97M-V/def2-TZVPD",
  "species": ["C", "C", "C", "C", "C", "C", "C", "H", "H", "H", "H", "H", "H", "H", "H", "C", "C", "C", "C", "H", "H", "H", "H", "H", "H", "H", "H", "H", "H"],
  "coordinates": [[3.99, 0.12, -1.60], [2.82, 0.81, -0.96], [2.12, 0.26, 0.11], [1.02, 0.90, 0.67], [0.66, 2.17, 0.25], [1.38, 2.77, -0.77], [2.44, 2.09, -1.35], [4.46, -0.60, -0.93], [4.76, 0.79, -1.98], [3.61, -0.43, -2.42], [2.37, -0.68, 0.58], [0.49, 0.29, 1.40], [-0.10, 2.73, 0.77], [1.18, 3.77, -1.12], [2.97, 2.57, -2.16], [-3.08, -0.46, 1.68], [-2.04, -1.26, 0.87], [-2.41, -2.74, 0.88], [-2.02, -0.66, -0.54], [-3.70, -1.08, 2.34], [-3.76, 0.04, 0.99], [-2.63, 0.35, 2.22], [-1.06, -1.12, 1.22], [-3.43, -2.89, 0.52], [-1.80, -3.31, 0.18], [-2.19, -3.10, 1.85], [-1.80, 0.41, -0.44], [-1.25, -1.09, -1.19], [-2.98, -0.65, -1.06]],
  "fmax_ha_per_bohr": 0.0519,
  "total_charge": 0,
  "homo_ev": -9.1,
  "smiles": "Cc1ccccc1.CC(C)C",
  "homo_lumo_gap_ev": 10.049
}

---

(9)
{
  "formula": "C11H18",
  "method": "ωB97M-V/def2-TZVPD",
  "species": ["C", "C", "C", "C", "C", "C", "C", "C", "H", "H", "H", "H", "H", "H", "H", "H", "H", "H", "C", "C", "C", "H", "H", "H", "H", "H", "H", "H", "H"],
  "coordinates": [[-3.22, -2.06, 0.03], [-1.85, -1.93, -0.64], [-0.68, -1.62, 0.24], [-0.56, -0.33, 0.83], [0.63, 0.15, 1.29], [1.69, -0.77, 1.48], [1.58, -2.04, 0.99], [0.40, -2.48, 0.36], [-3.28, -2.94, 0.67], [-3.95, -2.17, -0.77], [-3.51, -1.16, 0.58], [-1.61, -2.86, -1.16], [-1.90, -1.19, -1.45], [-1.48, 0.24, 0.71], [0.78, 1.17, 1.62], [2.54, -0.42, 2.04], [2.33, -2.78, 1.22], [0.51, -3.44, -0.12], [-0.06, 3.21, -2.19], [0.60, 2.67, -0.92], [1.88, 3.45, -0.54], [-0.11, 2.48, -2.99], [-1.07, 3.59, -2.03], [0.50, 4.07, -2.56], [-0.05, 2.65, -0.05], [0.82, 1.61, -1.04], [1.76, 4.46, -0.90], [2.03, 3.50, 0.54], [2.71, 3.06, -1.14]],
  "fmax_ha_per_bohr": 0.0366,
  "total_charge": 0,
  "homo_ev": -9.0,
  "smiles": "CCc1ccccc1.CCC",
  "homo_lumo_gap_ev": 9.913
}

---

(10)
{
  "formula": "C11H18",
  "method": "ωB97M-V/def2-TZVPD",
  "species": ["C", "C", "C", "C", "C", "C", "C", "H", "H", "H", "H", "H", "H", "H", "H", "C", "C", "C", "C", "H", "H", "H", "H", "H", "H", "H", "H", "H", "H"],
  "coordinates": [[1.93, -2.52, 1.09], [0.97, -2.33, -0.03], [1.24, -1.45, -1.06], [0.38, -1.28, -2.12], [-0.77, -2.07, -2.18], [-1.10, -2.92, -1.14], [-0.23, -3.05, -0.07], [2.83, -1.91, 1.00], [2.29, -3.56, 1.12], [1.40, -2.63, 2.05], [2.13, -0.83, -0.97], [0.40, -0.52, -2.88], [-1.56, -1.73, -2.83], [-2.05, -3.41, -1.07], [-0.42, -3.66, 0.81], [0.57, 1.85, 1.28], [-0.73, 2.08, 0.49], [-1.76, 2.82, 1.35], [-0.40, 2.75, -0.85], [1.45, 2.09, 0.71], [0.73, 0.85, 1.69], [0.58, 2.42, 2.21], [-1.20, 1.12, 0.31], [-1.28, 3.76, 1.64], [-2.65, 3.08, 0.79], [-2.03, 2.26, 2.23], [-0.36, 3.84, -0.73], [0.62, 2.49, -1.13], [-1.01, 2.46, -1.70]],
  "fmax_ha_per_bohr": 0.0389,
  "total_charge": 0,
  "homo_ev": -8.9,
  "smiles": "Cc1ccccc1.CC(C)C",
  "homo_lumo_gap_ev": 9.864
}

---

(11)
{
  "formula": "C11H18",
  "method": "ωB97M-V/def2-TZVPD",
  "species": ["C", "C", "C", "C", "C", "C", "H", "H", "H", "H", "H", "H", "C", "C", "C", "C", "C", "H", "H", "H", "H", "H", "H", "H", "H", "H", "H", "H", "H"],
  "coordinates": [[-4.18, -0.64, 1.82], [-3.01, -1.35, 1.38], [-2.04, -0.66, 0.59], [-2.30, 0.70, 0.24], [-3.44, 1.30, 0.79], [-4.34, 0.67, 1.64], [-4.99, -1.24, 2.32], [-2.82, -2.38, 2.11], [-1.07, -1.08, 0.22], [-1.64, 1.16, -0.56], [-3.43, 2.40, 0.66], [-5.15, 1.27, 2.20], [4.07, 1.06, -2.14], [2.79, 1.18, -1.25], [2.32, -0.23, -0.92], [1.05, -0.24, -0.11], [0.75, -1.60, 0.45], [4.86, 0.57, -1.54], [3.73, 0.42, -2.96], [4.49, 1.92, -2.45], [2.00, 1.74, -1.76], [3.21, 1.80, -0.35], [2.15, -0.80, -1.88], [3.08, -0.76, -0.34], [0.27, 0.16, -0.75], [1.41, 0.39, 0.76], [1.77, -1.97, 0.88], [0.05, -1.54, 1.28], [0.40, -2.25, -0.34]],
  "fmax_ha_per_bohr": 0.0793,
  "total_charge": 0,
  "homo_ev": -9.1,
  "smiles": "c1ccccc1.CCCCC",
  "homo_lumo_gap_ev": 10.066
}

---

(12)
{
  "formula": "C11H18",
  "method": "ωB97M-V/def2-TZVPD",
  "species": ["C", "C", "C", "C", "C", "C", "C", "H", "H", "H", "H", "H", "H", "H", "H", "C", "C", "C", "C", "H", "H", "H", "H", "H", "H", "H", "H", "H", "H"],
  "coordinates": [[-0.30, -4.06, 0.20], [-0.69, -2.66, -0.06], [-0.02, -1.73, -0.85], [-0.63, -0.54, -1.12], [-1.98, -0.33, -0.96], [-2.68, -1.30, -0.28], [-2.02, -2.34, 0.35], [-1.02, -4.53, 0.89], [0.65, -4.18, 0.75], [-0.06, -4.65, -0.76], [1.05, -1.73, -1.24], [-0.12, 0.35, -1.59], [-2.60, 0.46, -1.43], [-3.78, -1.42, -0.28], [-2.50, -3.01, 1.05], [2.26, 2.83, -0.34], [1.08, 2.05, 0.15], [1.30, 0.99, 1.22], [-0.13, 3.09, 0.47], [2.59, 3.66, 0.37], [2.12, 3.21, -1.42], [3.23, 2.35, -0.34], [0.63, 1.63, -0.84], [1.84, 1.31, 2.14], [0.44, 0.35, 1.31], [2.20, 0.40, 0.91], [0.17, 3.97, -0.12], [-1.00, 2.51, 0.28], [-0.03, 3.31, 1.53]],
  "fmax_ha_per_bohr": 0.0682,
  "total_charge": 0,
  "homo_ev": -8.9,
  "smiles": "Cc1ccccc1.CC(C)C",
  "homo_lumo_gap_ev": 9.833
}

---

Calculated total energy for every record listed, in sequence, given in eV: -29006.80761 -15219.94196 -17266.96765 -30148.71225 -20968.61398 -11696.32412 -11697.77707 -11698.73551 -11698.44454 -11698.37173 -11696.44049 -11696.92324.
Energy above the lowest of the compared OMol25 structures with the same formula, charge and spin for every record listed, in sequence, given in kcal per mole: 38.0 7.0 30.5 65.9 39.5 35.8 2.3 12.6 19.3 20.9 65.5 54.3.